Run a
Density functional theory data (ωB97M-V/def2-TZVPD) for one molecule with the formula C3H6O.

HOMO energy: -0.3467 Ha
LUMO: 1.0 eV

Geometry as ORCA input:
```
! RIJCOSX wB97M-V def2-TZVPD def2/J DEFGRID3
* xyz 0 1
C 0.817 0.308 -0.312
O 0.746 1.586 -1.071
C -0.535 0.061 0.242
C -0.845 -1.121 0.816
H 1.258 -0.560 -0.767
H 1.373 0.607 0.587
H 0.318 1.399 -1.939
H -1.307 0.869 0.193
H -1.830 -1.441 1.054
H 0.004 -1.708 1.197
*
```

---

Run b
Density functional theory data (ωB97M-V/def2-TZVPD) for one molecule with the formula C3H6O.

HOMO energy: -0.3635 Ha
LUMO: 1.0 eV

Geometry as ORCA input:
```
! RIJCOSX wB97M-V def2-TZVPD def2/J DEFGRID3
* xyz 0 1
C 0.763 -0.881 0.193
C 0.241 0.536 0.025
C -1.229 0.594 -0.288
O -1.985 -0.348 -0.243
H 0.171 -1.411 0.943
H 1.813 -0.888 0.499
H 0.673 -1.432 -0.748
H 0.379 1.135 0.938
H 0.776 1.089 -0.759
H -1.602 1.605 -0.559
*
```

---

Run c
Density functional theory data (ωB97M-V/def2-TZVPD) for one molecule with the formula C3H6O.

HOMO energy: -0.3609 Ha
LUMO: 1.0 eV

Geometry as ORCA input:
```
! RIJCOSX wB97M-V def2-TZVPD def2/J DEFGRID3
* xyz 0 1
C 0.065 1.453 -1.132
C 0.177 0.426 -0.216
C -0.461 -1.067 0.362
O -0.132 -1.209 1.696
H -0.702 1.479 -1.887
H 0.767 2.263 -1.087
H -0.011 -1.827 -0.285
H 1.030 0.580 0.452
H -1.545 -1.057 0.287
H 0.811 -1.040 1.810
*
```

---

Preferred: run b; penalty for the next structure: 1.321 eV.

---

Run a
Density functional theory data (ωB97M-V/def2-TZVPD) for one molecule with the formula C3H6O.

HOMO energy: -0.3352 Ha
LUMO: 1.2 eV

Geometry as ORCA input:
```
! RIJCOSX wB97M-V def2-TZVPD def2/J DEFGRID3
* xyz 0 1
C 1.617 -0.085 0.005
C -0.723 0.244 -0.207
C -1.935 -0.253 -0.049
H 2.245 0.204 -0.999
H 1.538 0.851 0.778
H 2.192 -0.786 0.655
H -0.323 1.296 -0.317
H -2.732 0.497 0.232
H -2.284 -1.343 0.150
O 0.406 -0.624 -0.248
*
```

---

Run b
Density functional theory data (ωB97M-V/def2-TZVPD) for one molecule with the formula C3H6O.

HOMO energy: -0.3578 Ha
LUMO: 1.1 eV

Geometry as ORCA input:
```
! RIJCOSX wB97M-V def2-TZVPD def2/J DEFGRID3
* xyz 0 1
O 1.662 -0.533 -0.235
C 0.346 -0.238 -0.602
C -0.256 0.989 0.004
C -0.778 -0.378 0.376
H 1.649 -0.986 0.613
H 0.152 -0.505 -1.637
H -0.898 1.663 -0.558
H 0.444 1.439 0.701
H -1.742 -0.676 -0.029
H -0.580 -0.775 1.369
*
```

---

Run c
Density functional theory data (ωB97M-V/def2-TZVPD) for one molecule with the formula C3H6O.

HOMO energy: -0.3240 Ha
LUMO: 1.1 eV

Geometry as ORCA input:
```
! RIJCOSX wB97M-V def2-TZVPD def2/J DEFGRID3
* xyz 0 1
C -1.706 -0.043 -0.015
C 0.745 0.223 0.047
C 1.992 -0.222 -0.004
H -2.214 -0.093 0.985
H -1.719 0.980 -0.482
H -2.264 -0.735 -0.699
H 0.490 1.324 0.187
H 2.846 0.455 -0.055
H 2.198 -1.325 -0.061
O -0.368 -0.564 0.095
*
```

---

Preferred: run b; penalty for the next structure: 0.263 eV.